[1]
This record from OMol25 describes a cluster of 2 separate species, C29H38N2O2P in total at a distorted geometry. The level of theory is the ωB97M-V functional and the def2-TZVPD basis.

Cartesian coordinates (Å):
C: -3.89195 -5.04406 0.79961
O: -2.91198 -4.92522 1.86050
C: -1.76906 -4.22552 1.64370
C: -0.80244 -4.24681 2.68454
C: 0.41061 -3.63005 2.51353
C: 0.73561 -2.92793 1.31370
C: 2.02975 -2.36645 1.14761
C: 2.67542 -2.12952 -0.09013
C: 3.92309 -1.43165 -0.10388
C: 4.51792 -1.04069 -1.27569
C: 3.88907 -1.31469 -2.52055
O: 4.44482 -0.74051 -3.61713
C: 3.77914 -0.82995 -4.90144
C: 2.73114 -2.13297 -2.55409
C: 2.18502 -2.57510 -1.35985
C: -0.29207 -2.83520 0.32660
C: -1.49528 -3.50902 0.45170
H: -4.70600 -5.61292 1.25676
H: -4.25656 -4.05541 0.47594
H: -3.47853 -5.59980 -0.05810
H: -1.06391 -4.78849 3.59365
H: 1.16072 -3.71419 3.29972
H: 2.62164 -2.20394 2.04979
H: 4.41557 -1.20995 0.84224
H: 5.45293 -0.48295 -1.30530
H: 4.44430 -0.28500 -5.57739
H: 3.68329 -1.87882 -5.22655
H: 2.78944 -0.34439 -4.87305
H: 2.27595 -2.41180 -3.50990
H: 1.36883 -3.29097 -1.39295
H: -0.11918 -2.23689 -0.56379
H: -2.22638 -3.48646 -0.36174
C: -0.39312 -0.19084 5.67034
C: 0.39005 1.11013 5.54258
C: -0.14960 1.94225 4.37899
C: 0.26002 1.93615 6.82355
N: 1.80542 0.77218 5.25680
P: 2.57804 1.12135 3.78618
H: 2.43686 -0.15517 2.97083
N: 4.09451 1.02531 4.55040
C: 5.32295 1.68753 4.04009
C: 5.95423 2.59626 5.09633
C: 4.94251 2.54728 2.83405
C: 6.30935 0.60335 3.62579
C: 4.02425 0.43753 5.82244
C: 2.68706 0.28858 6.23472
C: 2.37365 -0.24571 7.49208
C: 3.43759 -0.63667 8.31956
C: 4.76313 -0.48851 7.91162
C: 5.08277 0.05710 6.65892
H: -0.01541 -0.78675 6.50394
H: -1.44853 0.04544 5.84898
H: -0.30244 -0.78609 4.75296
H: 0.39148 2.89478 4.29249
H: -0.11207 1.41130 3.41778
H: -1.19861 2.18518 4.58857
H: 0.88489 2.83648 6.78181
H: -0.78751 2.24874 6.90636
H: 0.50561 1.36711 7.72238
H: 6.37535 2.04118 5.93693
H: 6.77771 3.13520 4.61308
H: 5.23458 3.33381 5.47120
H: 4.49980 1.96586 2.01259
H: 4.25303 3.35174 3.12651
H: 5.85360 3.02631 2.45386
H: 5.86704 -0.04254 2.85692
H: 7.21367 1.07700 3.22644
H: 6.57973 -0.01933 4.48119
H: 1.34335 -0.35567 7.81814
H: 3.20668 -1.07366 9.29109
H: 5.57744 -0.80941 8.56126
H: 6.11697 0.17901 6.35076

Forces on atoms 1 to 2 (eV/Å):
C 0.1 0.1 0.1
O 1.0 0.7 -0.4

Properties
**Kohn-Sham gap**: 3.99 eV
**E_HOMO**: -9.0 eV
**Total charge**: +1
**Largest force on an atom**: 1.4 eV/A

Charge distribution, Löwdin scheme, values in e:
1 C -0.035
2 O -0.055
3 C -0.223
4 C 0.027
5 C 0.005
6 C -0.197
7 C 0.082
8 C -0.190
9 C 0.008
10 C 0.030
11 C -0.218
12 O -0.052
13 C -0.031
14 C 0.022
15 C 0.007
16 C -0.005
17 C 0.018
18 H 0.102
19 H 0.100
20 H 0.106
21 H 0.135
22 H 0.131
23 H 0.107
24 H 0.117
25 H 0.134
26 H 0.102
27 H 0.100
28 H 0.107
29 H 0.120
30 H 0.116
31 H 0.116
32 H 0.117
33 C -0.036
34 C -0.622
35 C -0.103
36 C -0.032
37 N -0.209
38 P 0.993
39 H -0.072
40 N -0.206
41 C -0.621
42 C -0.032
43 C -0.102
44 C -0.034
45 C -0.210
46 C -0.209
47 C -0.032
48 C -0.090
49 C -0.090
50 C -0.032
51 H 0.067
52 H 0.092
53 H 0.080
54 H 0.078
55 H 0.066
56 H 0.091
57 H 0.100
58 H 0.092
59 H 0.066
60 H 0.066
61 H 0.092
62 H 0.100
63 H 0.062
64 H 0.079
65 H 0.091
66 H 0.074
67 H 0.093
68 H 0.069
69 H 0.085
70 H 0.104
71 H 0.104
72 H 0.085

[2]
This record from OMol25 describes a structure of composition C26H20IrN5O8. The level of theory is the ωB97M-V functional and the def2-TZVPD basis.

Cartesian coordinates (Å):
Ir: -0.98677 -0.01037 -0.50911
C: -0.01491 -3.05165 1.37349
N: 0.93774 -1.96638 1.51422
C: 2.04099 -1.94935 0.59535
C: 1.70493 -1.82376 -0.87132
N: 0.63189 -1.29083 -1.39049
C: 0.77749 -1.37824 -2.77549
C: -0.06146 -0.93713 -3.79363
C: 0.35098 -1.16077 -5.09191
C: 1.56726 -1.80201 -5.37565
C: 2.41106 -2.23323 -4.37037
C: 1.98716 -2.00281 -3.06727
N: 2.55334 -2.27990 -1.83222
C: -1.44857 -2.61549 1.30183
N: -2.01409 -1.96692 0.30892
C: -3.36283 -1.85837 0.65124
C: -4.41595 -1.26884 -0.04343
C: -5.66202 -1.30137 0.54501
C: -5.86833 -1.91184 1.79435
C: -4.83497 -2.51050 2.48585
C: -3.58277 -2.46895 1.88183
N: -2.34010 -2.94948 2.26602
H: 0.07207 -3.75568 2.20969
H: 0.18657 -3.62421 0.46210
H: 0.52840 -1.04719 1.62908
H: 2.63323 -2.86371 0.71359
H: 2.70070 -1.12168 0.86741
H: -0.98859 -0.42300 -3.57092
H: -0.27158 -0.82842 -5.91140
H: 1.85412 -1.95616 -6.40728
H: 3.35154 -2.71968 -4.59195
H: 3.43525 -2.72940 -1.66029
H: -4.25433 -0.79725 -1.00387
H: -6.49949 -0.84085 0.03871
H: -6.86110 -1.91060 2.22387
H: -4.99477 -2.98033 3.44704
H: -2.11532 -3.43746 3.11537
O: -4.46404 2.14206 -1.68779
C: -3.41463 1.70476 -1.35238
O: -2.45417 1.06502 -1.80081
C: -3.14865 1.98478 0.56744
O: -3.64116 3.02892 0.82474
O: -2.50886 1.03703 0.99170
O: 0.43806 1.80915 -0.93718
C: 0.86655 1.75990 0.23731
O: 0.41797 0.88422 1.04944
C: 1.90458 2.71656 0.70874
C: 2.34733 3.71278 -0.14924
C: 3.31578 4.63751 0.24997
C: 3.80124 4.50432 1.52653
O: 4.74634 5.26905 2.14956
C: 4.84610 4.76695 3.48413
O: 4.01936 3.60933 3.58296
C: 3.36156 3.51019 2.38305
C: 2.41276 2.59842 2.01214
H: 1.91963 3.76201 -1.14055
H: 3.66353 5.42193 -0.40674
H: 4.49157 5.52880 4.18178
H: 5.88106 4.48979 3.68617
H: 2.05134 1.83034 2.68068

Forces on atoms 1 to 2 (eV/Å):
Ir 0.2 -0.5 0.3
C -0.1 0.0 0.0

Properties
**Kohn-Sham gap (alpha / beta)**: 7.46 / 7.32 eV
**E_HOMO (alpha / beta)**: -7.3 / -8.1 eV
**Expectation value of S²**: 6.009
**2S+1**: 5
**Largest force on an atom**: 0.6 eV/A

Charge distribution, natural (NBO) scheme, values in e:
1 Ir 1.332
2 C -0.262
3 N -0.626
4 C -0.262
5 C 0.410
6 N -0.565
7 C 0.155
8 C -0.204
9 C -0.218
10 C -0.204
11 C -0.229
12 C 0.090
13 N -0.528
14 C 0.414
15 N -0.556
16 C 0.166
17 C -0.210
18 C -0.214
19 C -0.203
20 C -0.225
21 C 0.083
22 N -0.515
23 H 0.191
24 H 0.215
25 H 0.422
26 H 0.200
27 H 0.245
28 H 0.241
29 H 0.221
30 H 0.218
31 H 0.218
32 H 0.422
33 H 0.230
34 H 0.225
35 H 0.218
36 H 0.218
37 H 0.424
38 O -0.514
39 C 0.782
40 O -0.715
41 C 0.813
42 O -0.509
43 O -0.663
44 O -0.700
45 C 0.768
46 O -0.778
47 C -0.177
48 C -0.156
49 C -0.265
50 C 0.235
51 O -0.478
52 C 0.236
53 O -0.494
54 C 0.275
55 C -0.234
56 H 0.241
57 H 0.230
58 H 0.158
59 H 0.163
60 H 0.244

[3]
This record from OMol25 describes a cluster of 8 separate species, C28H56NO16S5 in total at a distorted geometry. The level of theory is the ωB97M-V functional and the def2-TZVPD basis.

Cartesian coordinates (Å):
N: 0.57455 0.93277 0.34914
H: 1.19752 0.39370 -0.12042
H: 1.12962 1.79659 0.53142
H: 0.37806 0.58732 1.27630
H: -0.23372 1.22015 -0.08057
C: 2.02906 3.87565 3.96730
C: 2.52572 3.94698 2.44023
C: 4.01826 4.36815 2.40813
O: 4.62144 3.12971 1.77330
C: 3.71439 2.21729 1.64833
O: 3.99452 1.03851 1.20767
O: 2.54965 2.62860 1.92664
H: 2.10669 4.91008 4.35387
H: 2.87998 3.35910 4.54679
H: 1.01437 3.51335 4.02441
H: 2.03720 4.47960 1.96425
H: 4.44898 4.90916 3.25426
H: 4.01478 5.36403 1.68670
C: 4.02207 -4.37131 -4.02372
C: 3.57125 -4.29475 -2.58359
C: 4.42620 -4.12643 -1.32755
O: 4.13096 -2.82303 -0.84778
C: 3.04005 -2.36920 -1.37687
O: 2.45982 -1.32588 -1.16260
O: 2.61014 -3.16637 -2.28903
H: 4.73261 -3.42003 -4.25404
H: 3.20378 -4.46969 -4.76123
H: 4.86229 -5.24797 -4.08333
H: 3.08426 -5.23335 -2.28327
H: 5.46022 -4.42348 -1.65317
H: 4.04568 -4.67785 -0.51690
C: -1.15928 6.33625 -1.52729
C: 0.28927 6.79644 -1.54444
C: 0.96850 5.77569 -2.46330
S: 0.36161 4.24148 -2.13088
O: 1.11368 3.56067 -1.09594
O: 0.14979 3.53132 -3.42362
C: -1.17819 4.73179 -1.37910
H: -1.51273 6.79904 -2.42064
H: -1.67895 6.81026 -0.70008
H: 0.51937 6.60318 -0.43319
H: 0.42185 7.72407 -1.86360
H: 2.01495 5.61750 -2.57940
H: 0.77820 5.99190 -3.59210
H: -0.97568 4.58017 -0.49617
H: -2.12653 4.27370 -1.90174
C: -5.52205 -1.62038 0.17994
C: -5.65627 -0.30827 0.88306
C: -4.73304 0.66916 0.32560
S: -3.39504 -0.23824 -0.31642
O: -2.17425 -0.12500 0.42966
O: -3.45022 -0.18323 -1.66762
C: -3.99464 -1.83960 0.10739
H: -5.71166 -1.45335 -0.88825
H: -5.94785 -2.46400 0.57840
H: -5.55541 -0.60028 1.83975
H: -6.78028 0.13996 0.74075
H: -4.33488 1.33334 0.96447
H: -5.09810 1.11831 -0.60304
H: -3.57949 -1.82686 1.17659
H: -3.58874 -2.59823 -0.61847
C: 1.27632 -1.16536 -4.67201
C: 0.14167 -2.03499 -4.78259
C: -1.12668 -1.56118 -4.21992
S: -0.62553 0.13084 -3.70297
O: -0.28202 0.00297 -2.34800
O: -1.54157 1.09939 -4.10009
C: 0.81343 0.28390 -4.63112
H: 2.00579 -1.17241 -5.46018
H: 1.81284 -1.38569 -3.71998
H: 0.49367 -3.08558 -4.43574
H: 0.02614 -2.19684 -5.74642
H: -1.31220 -2.01110 -3.39924
H: -2.01466 -1.75573 -4.98712
H: 1.48844 1.07649 -4.05705
H: 0.30249 0.73068 -5.48194
C: 1.44686 -4.64530 0.88893
C: 0.34964 -4.80213 -0.20734
C: -0.64132 -3.66049 -0.11663
S: -0.51849 -3.08182 1.63716
O: -1.77011 -3.06878 2.27157
O: 0.23031 -1.86631 1.35002
C: 0.63241 -4.28984 2.18362
H: 2.07842 -3.71589 0.77074
H: 2.14896 -5.30310 0.99684
H: -0.27601 -5.68081 -0.11870
H: 0.92897 -4.78034 -1.30804
H: -1.58103 -3.91298 -0.48072
H: -0.41793 -2.86944 -0.80701
H: 0.20376 -5.21704 2.41086
H: 0.91865 -3.73719 3.08758
C: -0.94693 -1.03740 5.34732
C: -2.60292 -1.14970 5.24054
C: -2.95679 -0.15195 4.17637
S: -1.76857 1.20035 4.15377
O: -2.39840 2.31820 4.84780
O: -1.25774 1.33950 2.80658
C: -0.56705 0.35529 5.19750
H: -0.42467 -1.73668 4.55777
H: -0.60360 -1.51042 6.26776
H: -3.10798 -1.06611 6.20789
H: -2.97623 -2.17942 4.76758
H: -3.93938 0.32341 4.05935
H: -2.83421 -0.53328 3.14991
H: -0.57963 0.92824 6.11848
H: 0.65854 0.47784 4.71189

Forces on atoms 1 to 2 (eV/Å):
N 1.5 3.4 3.9
H 1.9 -2.9 -2.4

Properties
**Kohn-Sham gap**: 9.95 eV
**E_HOMO**: -11.5 eV
**Total charge**: +1
**Largest force on an atom**: 16.8 eV/A

Results of the Löwdin charge analysis, in e, for atoms 1 through 99:
1 N 0.367
2 H 0.057
3 H 0.114
4 H 0.093
5 H 0.065
6 C 0.027
7 C -0.242
8 C -0.001
9 O 0.113
10 C -0.609
11 O 0.063
12 O 0.091
13 H 0.087
14 H 0.120
15 H 0.063
16 H 0.015
17 H 0.123
18 H 0.177
19 C -0.034
20 C -0.281
21 C -0.071
22 O 0.107
23 C -0.670
24 O 0.135
25 O 0.058
26 H 0.135
27 H 0.081
28 H 0.138
29 H 0.137
30 H 0.161
31 H 0.104
32 C -0.180
33 C -0.189
34 C -0.272
35 S 0.677
36 O -0.321
37 O -0.332
38 C -0.145
39 H 0.105
40 H 0.114
41 H 0.147
42 H 0.068
43 H 0.100
44 H 0.162
45 H -0.020
46 H 0.171
47 C -0.197
48 C -0.232
49 C -0.220
50 S 0.577
51 O -0.315
52 O -0.247
53 C -0.217
54 H 0.125
55 H 0.094
56 H 0.071
57 H 0.186
58 H 0.072
59 H 0.129
60 H 0.101
61 H 0.128
62 C -0.245
63 C -0.279
64 C -0.156
65 S 0.576
66 O -0.290
67 O -0.285
68 C -0.220
69 H 0.120
70 H 0.107
71 H 0.157
72 H 0.066
73 H 0.006
74 H 0.174
75 H 0.166
76 H 0.109
77 C -0.163
78 C -0.180
79 C -0.205
80 S 0.659
81 O -0.292
82 O -0.319
83 C -0.201
84 H 0.124
85 H 0.045
86 H 0.107
87 H 0.163
88 H 0.066
89 H 0.092
90 H 0.092
91 H 0.111
92 C -0.219
93 C -0.153
94 C -0.268
95 S 0.668
96 O -0.326
97 O -0.351
98 C -0.281
99 H 0.126

no.,E (eV)
1,-47046.471
2,-53954.991
3,-118352.108